{"formula": "C4H8O3", "method": "wB97M-V/def2-TZVPD", "species": ["C", "C", "O", "C", "O", "C", "O", "H", "H", "H", "H", "H", "H", "H", "H"], "xyz": [[1.4118, 0.5703, 0.6417], [0.3156, 1.4678, -0.0735], [-0.5022, 0.8900, -1.0963], [-1.2994, -0.0667, -0.5276], [-2.2592, 0.1677, 0.1579], [-0.5564, -1.3517, -0.6315], [-1.1469, -2.4434, -0.0084], [1.2133, -0.3489, 1.2274], [2.2401, 0.3114, -0.0324], [1.7697, 1.2592, 1.4007], [0.8550, 2.2663, -0.5878], [-0.3603, 1.9080, 0.6693], [-0.2545, -1.5790, -1.6566], [0.3482, -0.9699, -0.1157], [-1.7748, -2.0810, 0.6328]], "atomic_forces_ev_per_a": [[0.00, 0.66, -0.08], [0.59, -0.08, 0.60], [-0.09, -0.03, 0.04], [-0.09, 0.03, 0.37], [0.35, -0.23, -0.54], [0.25, 0.07, -0.07], [-0.22, -0.05, 0.18], [-0.61, 0.65, -0.39], [-0.25, 0.24, 0.07], [0.47, 0.20, 0.04], [-0.05, -0.08, 0.22], [0.25, -0.05, 0.00], [-0.23, -0.02, 0.06], [-0.31, -1.16, -0.45], [-0.05, -0.15, -0.05]], "total_energy_ev": -10418.970, "smiles": "CCOC(=O)CO", "homo_energy_ha": -0.3829, "e_lumo_ev": 0.8, "homo_lumo_gap_ev": 11.198}